13
Properties=species:S:1:pos:R:3:lowdin_spin:R:1 method="wB97M-V/def2-TZVPD" s_squared=2.0072 fmax_ha_per_bohr=0.1640 lumo_ev="-3.32 / -9.18" de_lowest_ev=2.9343 charge=+1 spin_multiplicity=3 orbital_gap_ev="10.13 / 6.40"
H -0.5900 0.3541 -1.5659 0.0146
H -0.5343 0.3007 1.4025 0.0013
H -1.8700 -0.4169 0.4067 0.0207
C 1.2781 -1.4178 0.6108 0.0763
N -0.7003 0.8238 -0.7393 0.6057
H 1.8393 -2.4217 0.4486 0.0076
N -0.1209 1.9375 -0.5392 0.4456
C -0.7968 -0.1199 0.3631 0.0604
H -0.3990 2.2538 0.3590 0.0086
H -0.2016 -1.9675 -0.7588 0.0008
H 1.4774 -0.6788 1.3127 0.0058
C 0.1518 -1.2759 -0.0110 0.0664
O 0.4665 2.6286 -1.2893 0.6862

14
Properties=species:S:1:pos:R:3:mulliken_charge:R:1 method="wB97M-V/def2-TZVPD" fmax_ha_per_bohr=0.0823 lumo_ev=4.29 de_lowest_ev=4.5923 charge=-1 orbital_gap_ev=7.51
C -2.0999 1.1759 0.6557 -0.5694
O 1.3788 1.1184 -0.9824 -0.7415
H -0.2602 -1.3960 0.1150 0.1651
H -1.2181 1.8131 0.4247 0.2293
N 0.0168 -0.3770 -0.0987 -0.3919
H 2.3785 -1.8204 0.3434 0.2569
H 2.7140 -1.2784 -1.3759 0.2226
H -2.2167 0.7840 1.6808 0.2783
O -2.7404 -0.7741 -0.0364 -0.5548
H 3.2992 -0.3114 -0.0468 0.2541
N -1.9678 0.1882 -0.3126 0.0330
H -2.9797 1.8538 0.5397 0.2666
C 1.1891 -0.0261 -0.5425 0.4049
C 2.5063 -0.9501 -0.3641 -0.8533

14
Properties=species:S:1:pos:R:3:mulliken_charge:R:1 method="wB97M-V/def2-TZVPD" smiles="C=N[C@@H](O)/[NH+]=C/O" fmax_ha_per_bohr=0.0517 lumo_ev=-3.94 de_lowest_ev=1.5598 charge=+1 orbital_gap_ev=10.76
N -0.8604 0.3665 -0.3963 -0.4672
O 3.0312 0.0890 -0.0750 -0.3824
H 1.3330 -1.5337 0.7915 0.2621
H -2.2832 0.8683 1.0450 0.2504
H 3.5202 0.7996 -0.5203 0.4170
H -1.9744 1.9964 -0.5104 0.2957
N 0.9769 -0.7725 0.2609 -0.1310
C -1.8456 1.0465 0.0145 -0.2610
H -1.5453 -2.1087 -1.0418 0.3458
C -0.5422 -0.8306 0.2731 0.2222
C 1.7520 0.1452 -0.2322 0.2698
O -0.8137 -2.0321 -0.3417 -0.5449
H -0.9968 -0.9870 1.2384 0.4160
H 1.4551 1.0483 -0.8365 0.3076

14
Properties=species:S:1:pos:R:3:mulliken_charge:R:1 method="wB97M-V/def2-TZVPD" fmax_ha_per_bohr=0.0837 lumo_ev=-4.87 de_lowest_ev=2.8337 charge=+1 orbital_gap_ev=9.82
H -2.5613 0.7822 1.1920 0.3950
N -0.3070 0.9109 -0.1655 -0.1672
O 1.9607 1.0353 0.4746 -0.5226
N 0.9088 -0.9802 0.2204 0.0123
H 1.1981 0.3903 -1.4247 0.3710
H -1.4678 -0.5083 -1.3363 0.2876
C -1.3380 0.0119 -0.2788 0.0522
H 2.4348 1.6792 -0.1248 0.4047
H -0.4218 -2.5392 0.3393 0.3908
C 1.0266 0.3539 -0.2555 -0.1290
C -0.2521 -1.4868 0.2453 -0.1749
H 1.7473 -1.5671 0.2732 0.2881
H -0.3670 1.3577 0.6673 0.2499
O -2.5613 0.5602 0.1735 -0.4578

15
Properties=species:S:1:pos:R:3:mulliken_charge:R:1 method="wB97M-V/def2-TZVPD" smiles="N[P@@H](=O)O.C=CC#N" fmax_ha_per_bohr=0.0944 lumo_ev=0.71 de_lowest_ev=0.0277 charge=0 orbital_gap_ev=10.99
C 2.2951 1.3369 0.1898 -0.5993
P -1.6691 0.1260 0.1847 0.5255
H -1.7221 -0.4057 1.5173 0.0781
C 2.5997 0.0472 0.2094 -0.2957
H -3.3536 1.3654 -0.7183 0.3331
O -3.1616 0.8130 0.0498 -0.5054
H 3.6165 -0.3367 0.5068 0.2433
N 1.0985 -1.9227 -0.0851 -0.4539
C 1.7463 -1.0151 0.0349 0.4432
H 1.3715 1.7646 0.0667 0.5107
H -1.0752 -1.9680 -1.0640 0.3187
N -1.7693 -1.1908 -0.8140 -0.4345
O -0.5721 1.1004 -0.1081 -0.5813
H -2.5678 -1.6974 -0.5809 0.2447
H 3.1631 1.9828 0.6110 0.1727

16
Properties=species:S:1:pos:R:3:mulliken_charge:R:1 method="wB97M-V/def2-TZVPD" fmax_ha_per_bohr=0.0837 lumo_ev=-3.89 de_lowest_ev=2.9113 charge=+1 orbital_gap_ev=9.72
N 0.7662 0.5063 -0.1334 -0.1133
C -0.0628 1.2668 0.5107 0.7127
H 1.0906 3.0060 0.6215 0.2569
C 0.0962 -1.4131 -1.7588 -1.0819
H 0.2038 -0.5480 -2.4267 0.3263
H 0.9375 -1.9768 -2.1786 0.3155
H -0.6551 3.0308 0.8199 0.2844
C 0.5026 -0.9283 -0.3504 0.1629
H 1.6942 0.7985 -0.0583 0.2068
O -2.0138 -1.7074 0.5124 -0.5693
O -0.1511 -0.8257 2.0439 -0.4170
O -1.2388 0.8036 0.8493 -0.3721
N 0.1906 2.4985 0.7423 -0.3191
S -0.8704 -0.8620 0.5737 0.8484
H -0.8461 -2.0364 -1.7265 0.3563
H 0.3565 -1.6128 1.9591 0.4023

14
Properties=species:S:1:pos:R:3:mulliken_charge:R:1 method="wB97M-V/def2-TZVPD" fmax_ha_per_bohr=0.1420 lumo_ev=-4.77 de_lowest_ev=6.3552 charge=+1 orbital_gap_ev=7.45
H -3.7994 -1.3038 0.0890 0.3866
H -0.9349 0.9863 -0.2686 0.1132
C 2.1977 -0.5204 -0.3551 0.2521
S 1.0874 1.8857 0.5631 0.2541
H -0.9527 2.7978 0.6124 0.3173
H 1.7781 -1.5430 1.4259 0.2366
N 2.2574 -1.6059 0.4869 -0.3302
H 2.7112 -0.9030 -1.3406 0.2650
O -2.9423 -0.8309 0.3787 -0.2879
N 1.7464 0.6695 -0.2870 -0.3407
C -0.5063 1.8537 0.2728 -0.0302
C -2.0459 -0.5024 -0.3893 -0.2378
H 2.5563 -2.4530 0.2118 0.2126
H -2.0313 -0.9401 -1.3961 0.1892

13
Properties=species:S:1:pos:R:3:mulliken_charge:R:1 method="wB97M-V/def2-TZVPD" fmax_ha_per_bohr=0.0986 lumo_ev=-6.89 de_lowest_ev=4.6098 charge=+1 orbital_gap_ev=6.79
H 0.8116 -0.7330 2.3354 0.3947
H -0.0118 0.6572 3.0587 0.3865
C -0.3852 -0.8234 -1.7950 0.1303
H -2.3401 -0.3462 -2.4360 0.2464
H 0.6241 -1.1007 -2.0080 0.3268
N -0.4060 -0.3796 -0.5182 -0.1129
C -1.3091 -0.7379 -2.6991 -0.5171
C 0.4581 0.2113 2.1111 -0.4827
N 1.3540 1.2726 1.7009 -0.3718
H 2.1664 1.0479 1.2255 0.2072
H -0.9508 -0.6826 -3.7453 0.2754
H 0.9116 2.1381 1.8398 0.2267
S -0.9226 -0.5238 0.9302 0.2905

13
Properties=species:S:1:pos:R:3:lowdin_spin:R:1 method="wB97M-V/def2-TZVPD" s_squared=2.0070 fmax_ha_per_bohr=0.1202 lumo_ev="-4.01 / -5.77" de_lowest_ev=2.6852 charge=+1 spin_multiplicity=3 orbital_gap_ev="6.12 / 8.25"
N 0.0141 1.1835 0.3930 0.3028
C 0.7725 0.0536 0.6526 0.0271
H 1.1106 0.0550 1.6619 0.0048
H 0.2236 2.0837 0.8194 0.0027
H -1.7914 1.8280 -0.6124 0.0367
H 0.3403 -1.8454 -0.4051 0.0137
N -0.0673 -1.0933 0.2975 0.0773
H -1.8537 -0.9640 -1.2189 0.0343
S 2.3589 0.0801 -0.3222 0.0489
C -1.1981 -0.4817 -0.5240 0.7798
H -0.6771 -1.7042 1.0953 0.0317
C -1.0663 1.0438 -0.3943 0.6331
H 1.8340 -0.2390 -1.4426 0.0070

13
Properties=species:S:1:pos:R:3:mulliken_charge:R:1 method="wB97M-V/def2-TZVPD" smiles="NC[C@@H]1N=C1N" fmax_ha_per_bohr=0.0119 lumo_ev=0.77 de_lowest_ev=1.8910 charge=0 orbital_gap_ev=10.05
C -0.7578 0.1012 -0.2510 -0.1500
H -1.6482 -0.0019 0.3720 0.4014
H -0.5119 -1.8119 -1.1737 0.2862
H 0.5528 -1.4739 1.5445 0.1922
H 0.1937 3.0960 0.5567 0.2783
C -0.1523 1.3927 -0.4424 0.2890
H 1.0129 -0.9875 -0.8156 0.2756
N -0.8830 1.1038 -1.4182 -0.5085
H 0.3641 -2.8626 0.7093 0.2307
N 0.6916 2.3912 0.0232 -0.5919
N -0.0215 -1.9330 0.8414 -0.6040
C 0.0008 -1.1975 -0.4242 -0.3655
H 1.4013 1.9946 0.6228 0.2665

13
Properties=species:S:1:pos:R:3:mulliken_charge:R:1 method="wB97M-V/def2-TZVPD" smiles="C=C/C(N)=N/N" fmax_ha_per_bohr=0.0543 lumo_ev=1.03 de_lowest_ev=1.7606 charge=0 orbital_gap_ev=9.08
C -0.1123 0.0038 0.1136 0.5660
N -0.1463 1.3557 -0.0568 -0.5187
C 2.3172 -0.4153 -0.0205 -0.7045
N -2.3608 -0.1329 -0.1074 -0.6910
H -3.1061 -0.8273 -0.1705 0.2686
H 3.1726 -1.0751 0.0830 0.2602
H -2.3497 0.3502 -1.0084 0.2184
H -1.0674 1.7122 0.1807 0.2957
H 0.6331 1.8513 0.3540 0.2321
H 2.5332 0.6156 -0.2896 0.2208
N -1.1636 -0.7836 0.0893 -0.2772
C 1.1013 -0.8125 0.3638 -0.1650
H 0.5488 -1.8421 0.4688 0.2946

13
Properties=species:S:1:pos:R:3:mulliken_charge:R:1 method="wB97M-V/def2-TZVPD" fmax_ha_per_bohr=0.0173 lumo_ev="-0.29 / -0.19" de_lowest_ev=5.3006 charge=0 orbital_gap_ev="7.60 / 7.71"
C 0.4836 0.5752 -2.1958 -0.7506
C -0.1946 -0.8209 1.8891 -0.1827
C 0.6607 0.7241 -0.8810 0.0789
H 1.3379 0.5407 -2.8559 0.2326
H 1.0979 -1.6202 3.1152 0.2701
N -0.3720 0.8643 0.0620 0.0850
H -1.1670 -0.8068 1.2656 0.3027
H -1.6029 -0.1937 -0.9385 0.2389
H -0.4964 0.5219 -2.6517 0.2483
H 1.6459 0.8346 -0.4454 0.2932
H -0.0158 0.7011 1.0838 0.3724
N -1.5811 0.3786 -0.0820 -0.7526
N 0.2038 -1.6990 2.6346 -0.4362

14
Properties=species:S:1:pos:R:3:mulliken_charge:R:1 method="wB97M-V/def2-TZVPD" fmax_ha_per_bohr=0.0832 lumo_ev=-0.61 de_lowest_ev=6.1785 charge=0 orbital_gap_ev=7.14
C -0.3851 -0.9594 1.2338 -0.2543
H -1.0642 -1.8784 -0.4780 0.3077
H -0.3754 -1.8293 1.8788 0.2876
C 0.7744 -0.0931 -1.1444 0.7251
N -1.0643 -1.0568 0.1122 -0.0203
C 1.7040 0.3415 -0.2285 -1.0930
N -0.8593 0.1385 -0.6400 -0.1731
H -0.4717 1.9901 -0.0150 0.2059
H -2.0486 1.6846 -0.4179 0.2649
N -1.2292 1.3172 0.0528 -0.5483
H -0.0704 -0.0570 1.7265 0.3162
H 1.6083 1.2470 0.3483 0.2622
O 0.7826 -0.7729 -2.1427 -0.5569
H 2.6989 -0.0720 -0.2860 0.2762

14
Properties=species:S:1:pos:R:3:mulliken_charge:R:1 method="wB97M-V/def2-TZVPD" smiles="C=C1N[C@]1(N)ON" fmax_ha_per_bohr=0.0754 lumo_ev=1.00 de_lowest_ev=5.6457 charge=0 orbital_gap_ev=9.78
H 2.6401 -0.6570 0.2172 0.2441
H -0.5322 1.7582 0.3600 0.3197
N -0.9329 -0.6561 -1.8021 -0.4857
C -0.4711 -0.0372 -0.6345 1.1165
H -0.7327 -1.6466 -1.8248 0.2279
H -1.2435 0.0142 -2.4919 0.2436
H -1.8662 -0.0975 2.1383 0.2159
N -0.3751 1.3486 -0.5544 -0.7676
H 2.7204 1.1848 0.0649 0.2686
C 2.1387 0.2762 0.0056 -0.7725
H -0.3701 -0.7071 2.4715 0.2188
N -0.9077 -0.1583 1.8028 -0.4913
C 0.8886 0.2869 -0.3567 -0.0306
O -0.9562 -0.9092 0.6041 -0.3073

14
Properties=species:S:1:pos:R:3:mulliken_charge:R:1 method="wB97M-V/def2-TZVPD" smiles="[H]/N=C(/NN=C)OC" fmax_ha_per_bohr=0.0463 lumo_ev=0.81 de_lowest_ev=2.6451 charge=0 orbital_gap_ev=9.85
H -1.8267 0.3843 -1.0524 0.3032
H 0.5888 -2.3641 0.9750 0.3414
C 0.6703 2.2375 -1.4823 -0.3678
O -0.9127 -1.1124 0.3752 -0.3562
C -0.1872 -0.0090 0.0426 0.7993
N 1.0174 0.2168 0.3941 -0.6843
C -0.3902 -1.9508 1.3539 -0.8242
H -1.0459 -2.8343 1.4483 0.2069
N -0.5041 1.7345 -1.6208 -0.8542
H 0.9392 3.1132 -2.0955 0.2383
H 1.4186 -0.6185 0.9033 0.2017
H -0.2436 -1.4358 2.3490 0.3392
N -0.8932 0.7400 -0.8123 0.3036
H 1.3692 1.8986 -0.7781 0.3530

14
Properties=species:S:1:pos:R:3:mulliken_charge:R:1 method="wB97M-V/def2-TZVPD" smiles="ON=C1NCCN1" fmax_ha_per_bohr=0.2817 lumo_ev=0.77 de_lowest_ev=6.4346 charge=0 orbital_gap_ev=8.69
N -0.6508 -1.0923 0.0103 -0.2501
C -2.0799 -0.4507 0.1262 -0.3875
N -0.0897 0.8782 -0.3504 -0.3258
C 0.3178 -0.3690 -0.2433 0.5819
H -0.5869 -2.2579 0.2148 0.3276
H -2.8731 -0.4175 -0.8047 0.1969
H -2.7771 -0.9173 0.9091 0.2986
H 0.5636 1.5915 0.0501 0.3029
C -1.4424 1.1379 0.1895 -0.4656
O 2.4679 0.5008 0.1436 -0.5412
H -1.6605 1.6248 1.0720 0.3051
H -2.1408 1.7104 -0.6846 0.2074
N 1.5476 -0.8141 -0.0940 -0.5983
H 3.3099 -0.0531 0.6992 0.3481

14
Properties=species:S:1:pos:R:3:mulliken_charge:R:1 method="wB97M-V/def2-TZVPD" fmax_ha_per_bohr=0.0559 lumo_ev=0.64 de_lowest_ev=2.9662 charge=0 orbital_gap_ev=9.05
C 1.2102 0.6812 0.2852 -0.0594
C 0.0704 -0.9801 -0.0681 0.4562
H -0.1743 -2.3533 -1.5257 0.2638
H 1.9474 0.9972 1.0269 0.3245
H 0.0168 1.8838 -0.9949 0.1832
O -1.8142 0.4510 0.5382 -0.5298
H -2.3531 0.3197 1.3281 0.3395
H 1.7910 2.0293 -1.1481 0.1860
H -1.5966 -1.9789 -0.6469 0.2203
N 1.3386 -0.6515 -0.1422 -0.6767
N 0.9571 1.7077 -0.6682 -0.4908
N -0.5895 -1.9897 -0.6814 -0.4698
C -0.5013 0.0202 0.8202 -0.0516
H -0.3025 -0.1364 1.8770 0.3047

no.,total energy (eV)
1,-8237.4083
2,-10297.0427
3,-10291.2510
4,-10289.9771
5,-19588.8086
6,-23171.5142
7,-19074.9422
8,-17028.9609
9,-17027.6557
10,-7692.7883
11,-7692.9187
12,-7689.3788
13,-9736.8548
14,-9737.3876
15,-9740.3882
16,-9736.5987
17,-9740.0671